1.
Formula: C33H45BrN5O6P
Source: the OMol25 dataset
Level of theory: ωB97M-V with the def2-TZVPD basis set

frontier orbital gap = 0.1711 Eh
HOMO = -0.182 Eh

```
! RIJCOSX wB97M-V def2-TZVPD def2/J DEFGRID3
* xyz 0 1
O 0.287 -1.703 1.003
C 1.078 -0.885 0.629
O 1.550 -0.737 -0.663
C 0.774 0.255 -1.422
C -0.772 0.119 -1.270
C -1.507 1.169 -0.398
C -0.942 2.069 0.590
O 0.438 2.054 0.856
C -1.724 3.027 1.393
C -3.167 3.094 1.238
Br -4.130 4.352 2.364
C -3.773 2.188 0.269
C -2.982 1.242 -0.554
C -3.800 0.348 -1.513
O -3.488 0.011 -2.644
C -5.174 -0.107 -0.980
C -5.924 0.784 -0.204
P -7.516 0.194 0.410
O -7.256 -1.360 1.100
C -5.330 2.194 0.111
O -6.010 3.184 0.192
H 1.488 -0.171 1.404
H 1.017 0.021 -2.487
H 1.171 1.297 -1.277
H -1.117 -0.898 -0.927
H -1.198 0.215 -2.306
H 0.822 2.766 0.315
H -1.213 3.676 2.144
H -5.531 -1.124 -1.249
H -7.979 1.016 1.466
H -8.434 0.041 -0.651
C 3.699 2.421 -4.007
C 3.197 2.133 -5.418
C 1.744 2.570 -5.618
C 0.872 1.835 -4.670
N 0.214 1.267 -3.922
H 3.131 1.867 -3.260
H 4.744 2.123 -3.905
H 3.625 3.485 -3.773
H 3.295 1.063 -5.621
H 3.830 2.655 -6.140
H 1.421 2.360 -6.639
H 1.638 3.643 -5.444
C -8.326 -5.254 3.849
C -9.327 -4.232 4.377
C -9.956 -3.389 3.264
C -8.895 -2.638 2.542
N -8.073 -2.055 1.983
H -7.480 -4.772 3.355
H -7.924 -5.851 4.666
H -8.800 -5.933 3.136
H -8.822 -3.579 5.095
H -10.119 -4.753 4.920
H -10.672 -2.680 3.684
H -10.488 -4.025 2.552
C 7.183 1.445 -1.039
C 6.799 2.066 0.299
C 5.341 1.797 0.683
C 4.429 2.375 -0.339
N 3.728 2.821 -1.131
H 6.599 1.867 -1.861
H 8.236 1.637 -1.257
H 7.030 0.363 -1.029
H 6.977 3.143 0.255
H 7.451 1.665 1.077
H 5.117 2.248 1.651
H 5.155 0.724 0.758
C 11.463 3.334 -1.726
C 10.847 4.676 -1.346
C 10.946 4.974 0.153
C 10.225 3.933 0.928
N 9.667 3.125 1.524
H 10.944 2.503 -1.245
H 11.396 3.177 -2.804
H 12.518 3.292 -1.442
H 9.799 4.687 -1.656
H 11.353 5.470 -1.900
H 10.505 5.948 0.373
H 11.990 4.996 0.472
C -4.242 -6.144 1.079
C -3.404 -6.016 2.345
C -3.568 -7.208 3.293
C -4.985 -7.327 3.725
N -6.080 -7.418 4.055
H -5.311 -6.172 1.305
H -4.072 -5.289 0.423
H -3.984 -7.053 0.528
H -3.680 -5.093 2.862
H -2.351 -5.926 2.068
H -2.939 -7.076 4.176
H -3.268 -8.135 2.800
*
```

2.
Formula: C33H45MnN5O
Source: the OMol25 dataset
Level of theory: ωB97M-V with the def2-TZVPD basis set

frontier orbital gap (spin up / spin down) = 0.1102 / 0.1809 Eh
HOMO (spin up / spin down) = -0.011 / -0.082 Eh

```
! RIJCOSX wB97M-V def2-TZVPD def2/J DEFGRID3
* xyz -1 5
Mn -0.617 -0.085 0.125
N -0.582 3.824 -0.954
N -0.713 0.154 -2.307
C -1.436 -1.592 1.309
C -2.471 -0.692 0.834
C -2.214 0.611 1.426
C -3.051 1.837 1.277
H -3.918 1.645 0.633
H -2.468 2.649 0.816
H -3.415 2.196 2.252
C -1.111 0.481 2.324
C -0.773 1.410 3.421
H -1.396 1.210 4.310
H -0.950 2.451 3.136
H 0.274 1.300 3.726
C -0.527 -0.816 2.133
C 0.653 -1.343 2.873
H 1.456 -0.590 2.887
H 1.047 -2.251 2.398
H 0.411 -1.589 3.920
C -3.681 -1.075 0.059
H -4.539 -1.277 0.723
H -3.500 -1.982 -0.530
H -3.977 -0.271 -0.629
C -1.431 -3.071 1.188
H -0.409 -3.463 1.266
H -1.833 -3.383 0.215
H -2.036 -3.551 1.977
C 0.175 4.895 -1.161
H -0.248 5.816 -0.761
C 1.412 4.837 -1.802
H 1.960 5.765 -1.885
C 1.891 3.616 -2.279
H 2.861 3.555 -2.772
C 1.100 2.481 -2.090
H 1.397 1.495 -2.472
C -0.118 2.637 -1.368
C -1.062 1.553 -0.977
H -2.097 1.844 -1.244
C -0.413 -0.917 -1.567
C -1.038 -0.206 -3.554
H -1.320 0.563 -4.233
C -0.906 -1.555 -3.684
H -1.021 -2.191 -4.554
N -0.531 -2.013 -2.417
C -0.463 -3.368 -2.037
C -1.549 -4.193 -2.356
C -1.457 -5.540 -1.989
H -2.290 -6.199 -2.235
C -0.329 -6.032 -1.330
C -0.246 -7.482 -0.977
H 0.295 -7.619 -0.036
H 0.282 -8.053 -1.752
H -1.250 -7.904 -0.877
C 0.734 -5.175 -1.030
H 1.629 -5.553 -0.533
C 0.683 -3.819 -1.371
C 1.827 -2.908 -1.056
H 2.100 -2.244 -1.886
H 2.699 -3.536 -0.826
H 1.640 -2.282 -0.166
C -2.785 -3.676 -3.020
H -2.633 -3.457 -4.086
H -3.220 -2.784 -2.540
H -3.543 -4.468 -2.961
C 3.350 1.375 0.561
N 3.188 2.677 1.175
C 4.389 3.459 1.399
C 1.891 3.015 1.427
O 1.030 2.130 1.199
N 1.503 4.254 1.863
C 2.377 5.331 2.282
C 0.080 4.498 2.063
H 4.419 1.189 0.434
H 2.856 1.337 -0.422
H 2.908 0.589 1.188
H 4.418 4.365 0.776
H 4.508 3.724 2.459
H 5.235 2.827 1.114
H 2.954 5.749 1.444
H 1.729 6.124 2.670
H 3.054 5.018 3.092
H -0.512 3.802 1.465
H -0.185 4.391 3.127
H -0.150 5.527 1.759
*
```

Repeat the second record exactly.
Formula: C33H45MnN5O
Source: the OMol25 dataset
Level of theory: ωB97M-V with the def2-TZVPD basis set

frontier orbital gap (spin up / spin down) = 0.1102 / 0.1809 Eh
HOMO (spin up / spin down) = -0.011 / -0.082 Eh

```
! RIJCOSX wB97M-V def2-TZVPD def2/J DEFGRID3
* xyz -1 5
Mn -0.617 -0.085 0.125
N -0.582 3.824 -0.954
N -0.713 0.154 -2.307
C -1.436 -1.592 1.309
C -2.471 -0.692 0.834
C -2.214 0.611 1.426
C -3.051 1.837 1.277
H -3.918 1.645 0.633
H -2.468 2.649 0.816
H -3.415 2.196 2.252
C -1.111 0.481 2.324
C -0.773 1.410 3.421
H -1.396 1.210 4.310
H -0.950 2.451 3.136
H 0.274 1.300 3.726
C -0.527 -0.816 2.133
C 0.653 -1.343 2.873
H 1.456 -0.590 2.887
H 1.047 -2.251 2.398
H 0.411 -1.589 3.920
C -3.681 -1.075 0.059
H -4.539 -1.277 0.723
H -3.500 -1.982 -0.530
H -3.977 -0.271 -0.629
C -1.431 -3.071 1.188
H -0.409 -3.463 1.266
H -1.833 -3.383 0.215
H -2.036 -3.551 1.977
C 0.175 4.895 -1.161
H -0.248 5.816 -0.761
C 1.412 4.837 -1.802
H 1.960 5.765 -1.885
C 1.891 3.616 -2.279
H 2.861 3.555 -2.772
C 1.100 2.481 -2.090
H 1.397 1.495 -2.472
C -0.118 2.637 -1.368
C -1.062 1.553 -0.977
H -2.097 1.844 -1.244
C -0.413 -0.917 -1.567
C -1.038 -0.206 -3.554
H -1.320 0.563 -4.233
C -0.906 -1.555 -3.684
H -1.021 -2.191 -4.554
N -0.531 -2.013 -2.417
C -0.463 -3.368 -2.037
C -1.549 -4.193 -2.356
C -1.457 -5.540 -1.989
H -2.290 -6.199 -2.235
C -0.329 -6.032 -1.330
C -0.246 -7.482 -0.977
H 0.295 -7.619 -0.036
H 0.282 -8.053 -1.752
H -1.250 -7.904 -0.877
C 0.734 -5.175 -1.030
H 1.629 -5.553 -0.533
C 0.683 -3.819 -1.371
C 1.827 -2.908 -1.056
H 2.100 -2.244 -1.886
H 2.699 -3.536 -0.826
H 1.640 -2.282 -0.166
C -2.785 -3.676 -3.020
H -2.633 -3.457 -4.086
H -3.220 -2.784 -2.540
H -3.543 -4.468 -2.961
C 3.350 1.375 0.561
N 3.188 2.677 1.175
C 4.389 3.459 1.399
C 1.891 3.015 1.427
O 1.030 2.130 1.199
N 1.503 4.254 1.863
C 2.377 5.331 2.282
C 0.080 4.498 2.063
H 4.419 1.189 0.434
H 2.856 1.337 -0.422
H 2.908 0.589 1.188
H 4.418 4.365 0.776
H 4.508 3.724 2.459
H 5.235 2.827 1.114
H 2.954 5.749 1.444
H 1.729 6.124 2.670
H 3.054 5.018 3.092
H -0.512 3.802 1.465
H -0.185 4.391 3.127
H -0.150 5.527 1.759
*
```